{"formula": "H26O13", "method": "ωB97M-V with the def2-TZVPD basis set", "s_squared": 0.76, "orbital_gap_ev": [10.424, 2.983], "e_homo_ev": [-14.13, -14.13], "total_energy_ev": -27025.1445, "total_charge": 1, "e_above_lowest_kj_mol": 545.01, "multiplicity": 2, "elements": ["O", "O", "H", "H", "O", "H", "H", "H", "O", "O", "H", "O", "O", "H", "H", "O", "H", "H", "H", "H", "H", "H", "H", "H", "H", "H", "O", "O", "H", "H", "H", "O", "H", "H", "O", "H", "O", "H", "H"], "xyz": [[1.277, -3.361, 1.344], [0.494, 0.694, -2.017], [1.390, 3.066, -1.809], [2.537, -2.971, -0.818], [3.065, 1.325, -0.974], [-2.500, -2.140, -3.132], [-1.537, 0.810, -1.170], [-2.100, -0.928, 2.031], [-1.840, 1.509, -1.501], [0.404, -0.441, 3.692], [1.622, 1.270, 2.642], [-2.075, -1.859, -2.355], [0.820, 3.240, -2.501], [-3.269, 1.037, 0.458], [0.465, -3.717, 1.015], [2.756, -2.556, -1.710], [1.299, 0.495, -1.446], [0.660, 2.922, 1.146], [0.164, 2.316, -0.278], [-2.519, -2.806, -0.555], [-0.374, -0.360, 4.352], [0.968, -2.925, 2.156], [2.700, 0.853, 1.879], [2.019, -1.989, -1.928], [3.476, 0.604, -1.317], [-2.830, 2.003, 1.436], [-2.868, -3.111, 0.415], [0.888, 2.366, 0.323], [-2.264, -3.818, 0.645], [0.723, 2.618, -3.181], [-2.725, 1.233, -1.881], [2.527, 1.319, 2.871], [0.338, 1.594, -2.028], [2.790, 0.861, -0.049], [-3.680, 1.656, 1.081], [0.940, 0.376, 3.711], [-1.574, -0.543, 1.312], [-1.822, -1.008, -2.434], [-1.708, -1.306, 0.709]], "forces_ev_per_angstrom": [[0.129, 0.735, 0.610], [1.148, -4.845, 0.685], [2.581, -0.916, 1.729], [0.310, 0.852, -1.651], [-3.307, 0.740, 5.103], [-0.810, -0.465, -1.610], [4.507, -9.316, 4.544], [0.016, 0.467, 0.542], [-6.098, 8.461, -4.332], [-1.914, 0.241, 1.167], [-2.188, 0.811, 0.135], [-0.531, -3.877, 2.587], [-2.893, 2.729, -0.656], [-0.452, -0.446, -0.321], [-0.618, -0.650, -0.577], [0.020, -0.770, 1.818], [-1.029, 0.891, -0.837], [0.239, -1.111, -2.291], [-1.261, 0.487, -0.127], [-1.381, -1.203, 2.922], [2.222, 0.125, -1.480], [0.550, 0.018, -0.110], [0.577, 1.750, 4.173], [-0.422, -0.008, -0.058], [2.657, -3.321, -2.370], [-0.674, 0.361, 0.293], [1.526, 1.844, -3.320], [0.778, 0.866, 2.840], [0.040, -0.436, 0.078], [0.826, -1.095, -1.546], [1.241, 0.826, 0.198], [1.690, -2.172, -4.573], [-0.386, 3.250, 0.168], [0.866, 2.260, -3.002], [1.455, -0.113, -0.019], [-0.457, -0.870, 0.795], [-0.621, -0.430, -0.384], [1.453, 4.241, -0.869], [0.213, 0.089, -0.255]], "nbo_charge": [-0.936, -0.829, 0.497, 0.492, -0.891, 0.497, 0.450, 0.498, -0.795, -0.933, 0.432, -0.948, -0.915, 0.480, 0.457, -0.945, 0.507, 0.504, 0.475, 0.500, 0.486, 0.482, 0.449, 0.455, 0.474, 0.488, -0.973, -0.977, 0.476, 0.481, 0.496, -0.871, 0.469, 0.457, -0.626, 0.480, -0.799, 0.463, 0.496]}

=====

{"formula": "H26O17S", "method": "ωB97M-V with the def2-TZVPD basis set", "orbital_gap_ev": 9.410, "e_homo_ev": -4.26, "total_energy_ev": -46070.1314, "total_charge": -2, "e_above_lowest_kj_mol": 69.01, "multiplicity": 1, "elements": ["O", "S", "O", "H", "H", "O", "H", "H", "H", "H", "H", "O", "O", "H", "H", "O", "H", "H", "H", "H", "O", "H", "H", "H", "O", "O", "O", "H", "H", "H", "O", "H", "H", "H", "O", "O", "H", "H", "H", "O", "O", "O", "H", "O"], "xyz": [[0.404, -1.340, -0.328], [-0.167, 0.014, -0.180], [-4.057, 0.708, 0.125], [-0.317, 0.878, -4.448], [-0.613, 2.555, 0.685], [0.307, 3.436, -1.925], [-0.957, -2.769, -2.693], [-2.732, 1.492, 2.644], [1.457, 1.546, 2.042], [0.176, 2.470, -1.814], [-1.713, -2.038, 0.222], [-1.837, 1.261, 2.913], [2.286, -0.710, -2.428], [0.093, -2.294, -1.669], [1.593, -4.450, 0.052], [2.904, 1.534, -0.441], [-4.569, -0.045, -0.182], [-0.772, 1.358, -3.072], [-3.130, 0.370, 0.178], [-0.517, -1.105, 2.137], [-1.096, 1.191, -3.980], [-1.326, -3.509, -0.007], [1.975, 1.704, -0.226], [2.655, -1.554, 1.487], [1.991, 2.094, 2.668], [-0.026, -2.861, -2.474], [0.864, -4.075, 0.553], [0.854, -3.138, 0.296], [-1.531, 3.315, 1.631], [-0.655, -0.437, 3.501], [-0.335, -1.243, 3.081], [2.174, -1.081, 0.108], [-0.580, 3.803, -1.872], [-1.426, 0.920, 2.096], [0.608, 0.766, 0.823], [-1.526, -0.127, 0.356], [2.384, 1.454, 3.266], [2.438, -0.009, -1.770], [3.245, 1.078, 0.336], [-0.147, 0.800, -1.410], [2.951, -1.064, 0.713], [-2.088, -2.938, 0.149], [1.791, -1.381, -1.962], [-1.032, 3.422, 0.817]], "forces_ev_per_angstrom": [[0.401, -0.549, -0.198], [0.206, 2.071, 0.279], [0.081, -0.071, 0.168], [0.084, -0.060, 0.169], [0.127, 0.280, 0.029], [0.067, -0.164, -0.320], [-0.001, 0.102, 0.087], [-0.018, -0.249, -0.104], [0.315, 0.351, 0.411], [0.173, 0.543, 0.247], [-0.357, -0.357, -0.011], [0.049, 0.250, 0.013], [0.674, 0.253, -0.268], [-0.363, -0.307, -0.671], [-0.060, 0.056, -0.100], [0.329, 0.253, -0.546], [0.075, -0.040, 0.007], [-0.245, -0.520, -0.461], [-0.356, 0.253, -0.193], [0.004, -0.071, 0.402], [-0.071, 0.301, -0.039], [-0.002, 0.052, 0.071], [0.176, -0.022, 0.125], [-0.180, 0.105, -0.029], [-0.080, -0.194, -0.023], [0.134, -0.066, 0.268], [0.103, 0.000, 0.051], [-0.094, -0.003, 0.122], [0.129, -0.150, 0.080], [-0.103, 0.024, -0.146], [0.152, -0.212, -0.002], [0.473, 0.052, 0.705], [-0.007, -0.070, 0.208], [-0.222, 0.054, 0.053], [-0.151, -0.074, 0.300], [-0.800, -0.616, 0.257], [-0.060, -0.071, -0.056], [0.061, 0.082, -0.168], [-0.224, -0.159, 0.024], [-0.171, -0.754, -0.324], [0.138, -0.372, -0.191], [0.031, 0.101, -0.060], [-0.259, -0.060, -0.072], [-0.158, 0.027, -0.096]], "nbo_charge": [-1.133, 2.672, -0.994, 0.462, 0.490, -0.976, 0.466, 0.473, 0.512, 0.493, 0.497, -0.990, -0.974, 0.494, 0.462, -0.986, 0.454, 0.503, 0.513, 0.481, -0.977, 0.477, 0.498, 0.467, -0.982, -0.997, -0.968, 0.500, 0.463, 0.480, -0.971, 0.499, 0.462, 0.507, -1.131, -1.120, 0.448, 0.491, 0.487, -1.076, -0.989, -0.993, 0.467, -0.964]}

=====

{"formula": "H27O14", "method": "ωB97M-V with the def2-TZVPD basis set", "orbital_gap_ev": 8.482, "e_homo_ev": -6.53, "total_energy_ev": -29102.0248, "total_charge": -1, "e_above_lowest_kj_mol": 544.40, "multiplicity": 1, "elements": ["O", "H", "O", "H", "H", "H", "O", "O", "H", "H", "H", "O", "H", "O", "H", "H", "O", "H", "H", "H", "H", "O", "O", "H", "H", "H", "O", "H", "H", "H", "H", "H", "H", "O", "H", "H", "O", "H", "O", "H", "O"], "xyz": [[0.368, -1.231, 0.471], [-1.132, 1.328, -3.847], [2.086, -3.510, -0.449], [-0.023, -1.198, 1.381], [-0.364, 1.496, 1.585], [2.933, -3.713, -0.828], [-3.426, 0.089, 1.611], [3.518, 1.068, -1.396], [2.676, 2.074, 2.084], [-3.266, -0.089, 0.562], [-0.215, -3.271, -1.531], [2.279, 0.068, 0.831], [1.538, -0.856, 0.762], [0.620, 1.574, -0.150], [0.520, 0.440, 3.303], [-4.094, -0.650, 1.500], [-1.051, -3.234, -1.155], [0.046, 1.112, -0.689], [-2.837, -2.906, -2.485], [2.950, 1.027, -0.603], [-2.644, 1.325, 3.510], [1.198, 1.342, -4.334], [2.709, 3.054, 1.725], [1.753, 1.536, -3.481], [-1.056, -2.240, -0.986], [3.345, 0.150, -1.826], [-1.105, 0.936, 1.792], [1.719, 0.106, 2.476], [-2.531, 1.948, -3.073], [1.321, 1.050, 0.262], [-2.957, -3.903, -1.305], [1.994, -2.733, -0.061], [-3.989, 1.427, 3.022], [-3.408, 1.817, 3.777], [-1.410, 0.758, 0.773], [3.075, -0.264, 1.241], [-1.989, 1.621, -3.714], [2.063, 3.137, 1.055], [-3.272, -3.762, -2.185], [0.985, 0.337, -4.357], [1.424, 0.491, 3.369]], "forces_ev_per_angstrom": [[0.414, -0.767, 1.395], [2.492, -0.096, 1.164], [-0.264, -6.380, -2.931], [0.184, -0.102, -1.344], [0.782, 0.516, -0.127], [0.482, 0.568, 0.136], [-1.590, -2.988, -5.174], [-0.468, -2.286, -1.590], [-0.369, 2.993, -1.216], [0.391, 1.547, 3.321], [2.825, -0.797, -0.871], [1.578, -1.195, 0.960], [-2.034, 0.707, -1.034], [1.022, 3.769, 0.939], [-3.522, -0.074, -0.089], [0.327, 0.849, 1.610], [-1.929, 2.672, 1.056], [-1.148, -1.983, -1.459], [-0.664, -2.015, 0.841], [0.309, -0.156, -0.176], [1.432, -0.209, -0.042], [0.502, -1.887, 1.859], [1.436, -2.593, 2.338], [-1.478, -0.871, -2.075], [0.080, -1.686, 0.547], [0.490, 2.423, 1.266], [-1.709, -0.643, -3.289], [-0.533, 0.948, 1.439], [-0.604, 1.047, 3.171], [-0.320, -0.744, -0.178], [0.713, 0.016, 0.563], [-0.456, 5.770, 2.666], [1.083, 1.352, 1.976], [-2.431, -0.909, -1.856], [1.259, 0.429, 4.226], [0.749, 0.234, -0.085], [-1.766, -0.812, -4.326], [-1.195, -0.274, -1.097], [-0.879, 1.650, -1.886], [0.943, 2.642, 0.397], [3.863, -0.666, -1.027]], "nbo_charge": [-1.182, 0.521, -0.953, 0.455, 0.492, 0.464, -0.921, -0.972, 0.495, 0.461, 0.478, -1.114, 0.491, -1.010, 0.468, 0.463, -0.968, 0.467, 0.473, 0.501, 0.482, -0.980, -0.974, 0.511, 0.487, 0.452, -0.970, 0.483, 0.501, 0.500, 0.484, 0.485, 0.473, -0.960, 0.465, 0.476, -1.026, 0.475, -0.960, 0.471, -0.987]}